A single C6H11N molecule in a non-equilibrium geometry. Source: the OMol25 dataset; level of theory: ωB97M-V with the def2-TZVPD basis set.

Calculated values
* orbital gap (alpha / beta): 7.93 / 7.93 eV
* E: -7886.8735 eV

Geometry as ORCA input:
```
! RIJCOSX wB97M-V def2-TZVPD def2/J DEFGRID3
* xyz 0 1
H -1.18 -0.75 -3.59
C -0.09 0.20 1.54
H -0.60 1.45 3.14
H -2.01 1.26 1.79
C -0.28 -0.52 -0.79
C -0.89 1.34 2.07
H 1.42 -1.30 2.23
N 0.01 -0.04 0.29
H 1.57 -0.46 -2.17
C 0.41 -0.25 -2.17
C 0.56 -0.68 2.58
H -0.80 -2.07 -2.63
H 0.17 0.74 -2.56
C -0.42 -1.24 -3.08
H 0.24 -1.64 -3.81
H -0.48 2.34 1.65
H 0.74 -0.13 3.52
H -0.06 -1.46 2.78
*
```

These are the Löwdin partial charges, in e, on atoms 1 to 2: number 1, H, carries 0.041; number 2, C, carries -0.394